*A*
23
Properties=species:S:1:pos:R:3:nbo_charge:R:1 method="wB97M-V/def2-TZVPD" homo_energy_ev=-7.997 smiles="C=CNCC.O.O.O" orbital_gap_ev=8.51
C 1.896 1.632 1.178 -0.5672
C 1.206 0.578 0.719 0.0343
N 1.036 -0.012 -0.507 -0.6227
C 0.442 -1.355 -0.677 -0.2206
C 1.428 -2.187 -1.439 -0.6202
H 2.228 1.680 2.230 0.2127
H 2.426 2.283 0.576 0.1823
H 0.571 0.061 1.364 0.1820
H 1.741 0.138 -1.229 0.3725
H 0.443 -1.770 0.374 0.2215
H -0.497 -1.223 -1.147 0.1877
H 1.813 -1.799 -2.275 0.1974
H 2.357 -2.558 -0.857 0.2190
H 0.781 -2.976 -1.878 0.2181
O -1.756 2.598 -1.217 -0.9633
H -1.221 3.397 -1.029 0.4855
H -1.172 1.917 -1.508 0.4789
O -1.710 -1.679 2.052 -0.9454
H -1.866 -1.179 1.254 0.4765
H -2.064 -1.075 2.696 0.4695
O -2.844 0.922 0.703 -0.9516
H -2.909 0.874 -0.204 0.4671
H -2.328 1.733 0.820 0.4858

*B*
23
Properties=species:S:1:pos:R:3:nbo_charge:R:1 method="wB97M-V/def2-TZVPD" homo_energy_ev=-9.054 orbital_gap_ev=5.72
N -0.212 -1.283 1.417 -0.5713
C 0.049 -1.841 0.078 0.0506
C -0.824 -1.102 -0.866 -0.4655
C -2.100 -0.783 -0.029 -0.4028
C -1.517 -0.448 1.327 -0.2440
H 0.598 -0.670 1.504 0.4266
H -0.233 -2.889 -0.027 0.2240
H 1.170 -1.722 -0.010 -0.0260
H -1.071 -1.696 -1.737 0.2196
H -0.358 -0.150 -1.196 0.2816
H -2.583 -1.788 0.044 0.2009
H -2.665 0.059 -0.512 0.2622
H -1.994 -0.697 2.272 0.2171
H -1.288 0.631 1.401 0.2332
H 2.088 0.889 -0.764 0.4939
H 2.933 1.278 -2.092 0.4571
O 2.044 0.941 -1.764 -1.0377
H 2.475 0.693 1.138 0.4387
H 2.083 -1.837 -0.117 0.4044
O 1.666 0.995 0.691 -1.1559
H 0.287 1.995 -0.193 0.5068
H -0.048 3.268 -1.059 0.4722
O -0.405 2.646 -0.382 -0.9859

How do the energies compare? Relative to the most stable structure, in eV: *A* 0.000; *B* 4.858.

*A*
14
Properties=species:S:1:pos:R:3:nbo_charge:R:1 method="wB97M-V/def2-TZVPD" homo_energy_ev=-8.787 smiles=C[N@@H+](C[O-])ON orbital_gap_ev=9.62
C -1.662 -0.300 -0.443 -0.4359
N -0.344 -0.001 0.101 -0.2326
C 0.968 -1.042 -0.325 0.1776
O 1.348 -1.289 0.892 -0.8235
O -0.133 1.435 -0.062 -0.2466
N 1.013 1.898 0.580 -0.4797
H -2.422 0.307 0.049 0.2176
H -1.663 -0.088 -1.511 0.2181
H -1.864 -1.358 -0.280 0.2274
H -0.045 -0.421 1.111 0.4523
H 0.463 -1.842 -0.894 0.1215
H 1.565 -0.398 -0.995 0.1143
H 1.828 1.420 0.203 0.3475
H 0.949 1.678 1.574 0.3421

*B*
14
Properties=species:S:1:pos:R:3:nbo_charge:R:1 method="wB97M-V/def2-TZVPD" homo_energy_ev=-9.862 smiles="NCC(N)=O.O" orbital_gap_ev=10.55
N -2.076 -0.764 -1.921 -0.8269
C -1.441 0.423 -1.207 -0.3256
C -0.167 0.060 -0.330 0.6565
N -0.302 -0.866 0.649 -0.8355
O 0.982 0.312 -0.651 -0.6221
H -1.313 -1.228 -2.464 0.3553
H -2.720 -0.430 -2.548 0.3531
H -2.274 0.982 -0.826 0.2131
H -1.007 0.930 -2.039 0.2043
H -1.250 -1.205 0.876 0.4086
H 0.637 -1.289 0.976 0.4188
O 2.734 0.830 3.011 -0.9326
H 1.950 1.337 3.076 0.4635
H 2.550 0.272 2.189 0.4694

How do the energies compare? Relative to the most stable structure, in eV: *A* 4.573; *B* 0.000.

*A*
14
Properties=species:S:1:pos:R:3:nbo_charge:R:1 method="wB97M-V/def2-TZVPD" homo_energy_ev=-9.620 smiles="NC=O.NCO" orbital_gap_ev=10.12
N -3.030 -2.220 -1.475 -0.8815
C -1.686 -2.063 -1.991 0.5404
O -1.375 -2.565 -3.048 -0.5586
H -3.521 -2.910 -2.066 0.3879
H -3.612 -1.372 -1.292 0.3946
H -0.951 -1.409 -1.288 0.1169
N 1.700 0.775 2.048 -0.8462
C 2.176 1.490 0.920 0.0843
O 1.876 2.857 1.143 -0.7341
H 2.012 1.176 2.966 0.3729
H 0.617 0.806 1.939 0.3457
H 3.262 1.410 0.670 0.1773
H 1.608 1.118 0.083 0.1459
H 0.923 2.906 1.392 0.4544

*B*
14
Properties=species:S:1:pos:R:3:nbo_charge:R:1 method="wB97M-V/def2-TZVPD" homo_energy_ev=-8.923 smiles=CON(N)OC orbital_gap_ev=10.05
C 1.735 -1.134 0.422 -0.2544
O 0.402 -1.409 0.097 -0.4273
N -0.433 -0.311 -0.213 0.2146
N -1.802 -0.622 -0.493 -0.6535
O -0.503 0.365 1.036 -0.4210
C -0.654 1.734 0.963 -0.2601
H 2.349 -1.162 -0.444 0.1721
H 2.073 -1.928 1.146 0.1953
H 1.730 -0.152 0.896 0.1939
H -2.095 -1.401 0.208 0.3359
H -1.946 -1.102 -1.416 0.3680
H 0.243 2.367 0.788 0.1587
H -0.953 2.073 1.906 0.1924
H -1.372 2.179 0.233 0.1853

*C*
14
Properties=species:S:1:pos:R:3:nbo_charge:R:1 method="wB97M-V/def2-TZVPD" homo_energy_ev="-8.727 / -8.728" orbital_gap_ev="8.90 / 8.90"
C 0.389 -0.456 0.745 0.0823
C -2.266 0.279 -0.403 -0.2686
N 0.204 -0.571 -0.617 -0.2842
N 2.741 0.567 -0.012 -0.4996
O 2.106 -0.579 0.468 -0.4708
O -1.460 -0.827 -0.061 -0.5024
H 0.396 -1.532 -0.903 0.3684
H 2.546 1.337 0.627 0.3196
H 2.350 0.786 -0.927 0.3286
H 0.251 -1.298 1.418 0.1979
H 0.261 0.543 1.156 0.1827
H -2.765 0.665 0.494 0.1778
H -1.721 1.116 -0.859 0.1889
H -3.030 -0.031 -1.125 0.1795

*D*
14
Properties=species:S:1:pos:R:3:nbo_charge:R:1 method="wB97M-V/def2-TZVPD" homo_energy_ev="-7.070 / -7.069" orbital_gap_ev="7.54 / 7.54"
C 2.139 0.093 0.273 -0.2457
C -1.789 -0.467 -0.282 0.1994
N -1.159 1.893 -0.471 -0.6222
N -1.230 0.677 -0.038 -0.2234
O -1.368 -1.683 0.185 -0.6906
O 0.953 -0.462 -0.107 -0.7419
H 1.808 1.050 0.762 0.1795
H 2.782 0.483 -0.594 0.1667
H 2.660 -0.496 0.958 0.1654
H -2.774 -0.523 -0.633 0.1603
H -1.772 1.951 -1.313 0.2949
H 1.128 -1.436 -0.375 0.4874
H -0.433 0.483 0.527 0.3937
H -0.948 -1.563 1.107 0.4761

How do the energies compare? Relative to the most stable structure, in eV: *A* 0.000; *B* 3.873; *C* 5.344; *D* 3.317.

*A*
10
Properties=species:S:1:pos:R:3:nbo_charge:R:1 method="wB97M-V/def2-TZVPD" homo_energy_ev=-10.362 smiles="O=c1o[nH]n(O)c1=O" orbital_gap_ev=9.71
O 2.610 0.416 0.195 -0.5064
C 1.437 0.208 -0.066 0.6458
O 1.063 -1.008 -0.136 -0.3775
N -0.366 -1.297 0.110 -0.1229
N -0.856 -0.066 -0.418 -0.0848
O -2.029 0.271 0.171 -0.4975
C 0.149 1.028 -0.345 0.5587
O -0.003 2.131 -0.073 -0.4360
H -0.241 -1.917 -0.699 0.3760
H -1.764 0.235 1.260 0.4443

*B*
10
Properties=species:S:1:pos:R:3:nbo_charge:R:1 method="wB97M-V/def2-TZVPD" homo_energy_ev=-9.053 orbital_gap_ev=9.19
C -0.622 -0.420 0.172 -0.0026
C 1.014 2.156 -1.308 1.0221
N -2.274 -1.478 -1.186 0.0325
N -1.541 -0.996 -0.479 0.0271
O -0.013 2.328 -1.782 -0.5146
O 2.033 1.977 -0.819 -0.5090
O 0.470 -1.672 1.867 -0.4481
O 0.551 -1.221 0.519 -0.2677
H -0.783 0.506 0.692 0.2013
H 1.165 -1.180 2.325 0.4590

How do the energies compare? Relative to the most stable structure, in eV: *A* 1.311; *B* 0.000.

*A*
8
Properties=species:S:1:pos:R:3:nbo_charge:R:1 method="wB97M-V/def2-TZVPD" homo_energy_ev=-8.786 smiles="C1=CC=1.C#N" orbital_gap_ev=9.73
C 1.611 -0.865 0.494 -0.0745
C 1.258 -0.056 -0.644 -0.1668
C 1.628 0.548 0.472 -0.2206
H 0.895 0.095 -1.682 0.2457
H 1.805 1.497 0.783 0.2123
C -2.439 -0.368 0.189 0.0951
N -1.623 -0.402 -0.580 -0.3189
H -3.135 -0.449 0.968 0.2278

*B*
8
Properties=species:S:1:pos:R:3:nbo_charge:R:1 method="wB97M-V/def2-TZVPD" homo_energy_ev=-11.165 orbital_gap_ev=10.09
C 0.230 0.403 -1.090 -0.5874
C 1.158 1.194 -1.555 0.2957
C -0.051 0.291 0.397 -0.5104
C 0.485 -0.952 0.969 0.2751
N 0.921 -1.919 1.429 -0.2953
H -0.344 -0.183 -1.809 0.2903
H -1.130 0.331 0.575 0.2657
H 0.399 1.134 0.930 0.2663

How do the energies compare? Relative to the most stable structure, in eV: *A* 0.996; *B* 0.000.